(1)
A structure of composition C31H47N4O4P3PtS2, computed with ωB97M-V/def2-TZVPD.

XYZ file:
```
92
Properties=species:S:1:pos:R:3:forces:R:3:mulliken_charge:R:1
Pt -0.2567 -0.4313 -0.1709 0.137 0.020 0.176 2.22
C 3.6482 -3.4097 1.5263 -0.025 -0.012 0.015 -0.84
N 3.1000 -2.3894 0.6493 -0.009 -0.022 0.024 0.82
C 2.5662 -2.8941 -0.6109 0.004 -0.005 0.005 -0.91
P 2.8019 -0.8729 1.1783 0.036 0.059 -0.039 -1.15
O 1.8618 -0.1441 0.2837 -0.044 -0.195 0.132 -0.90
O 2.4143 -1.0411 2.7116 -0.121 -0.001 -0.080 1.39
P 1.3795 -0.2132 3.6971 0.023 0.052 0.088 -0.18
O 0.3487 0.5170 2.9566 0.055 -0.053 0.021 -0.77
N 2.3311 0.8064 4.5782 0.071 -0.024 -0.070 0.30
C 3.2426 0.3255 5.5992 -0.011 0.024 -0.014 -0.86
C 2.7057 2.0827 3.9805 -0.033 0.006 0.041 -0.88
N 0.9139 -1.4099 4.7187 -0.037 -0.084 -0.126 0.39
C -0.4934 -1.4221 5.1214 0.007 0.000 -0.035 -1.04
C 1.5598 -2.7152 4.7980 -0.001 0.163 -0.006 -0.83
N 4.1948 0.0211 1.2897 -0.049 0.102 0.034 0.53
C 5.2229 -0.3289 2.2566 0.018 -0.041 -0.024 -0.91
C 4.7499 0.4704 0.0168 -0.008 0.045 -0.016 -1.05
H 2.8857 -4.1641 1.7444 0.006 -0.002 0.010 0.26
H 3.9746 -2.9776 2.4706 0.019 -0.005 -0.016 0.17
H 4.5059 -3.8989 1.0575 -0.017 -0.007 -0.015 0.35
H 1.8855 -3.7249 -0.4172 -0.040 0.005 -0.014 0.27
H 3.3850 -3.2266 -1.2554 0.000 -0.025 0.013 0.33
H 2.0031 -2.1162 -1.1197 0.013 -0.002 -0.010 0.15
H 2.8712 -0.6049 6.0224 0.003 0.015 0.018 0.23
H 3.3086 1.0634 6.4019 0.003 -0.001 -0.001 0.37
H 4.2558 0.1635 5.2104 -0.009 -0.002 0.000 0.23
H 1.9383 2.3910 3.2747 0.000 -0.002 -0.005 0.22
H 3.6661 2.0231 3.4582 0.037 -0.016 -0.022 0.18
H 2.7846 2.8367 4.7665 -0.004 0.003 0.001 0.39
H -0.9176 -0.4248 5.0266 0.002 -0.014 -0.010 0.34
H -0.5630 -1.7400 6.1637 -0.011 0.002 -0.002 0.39
H -1.0673 -2.1043 4.4884 -0.037 0.003 -0.009 0.29
H 2.6347 -2.6251 4.6517 -0.002 -0.005 -0.015 0.26
H 1.1590 -3.4061 4.0535 -0.039 -0.050 -0.062 0.12
H 1.3872 -3.1249 5.7958 0.002 -0.011 -0.021 0.43
H 4.7744 -0.7006 3.1744 -0.002 0.013 0.014 0.02
H 5.8086 0.5610 2.4974 0.001 0.004 -0.004 0.40
H 5.9110 -1.0899 1.8667 -0.008 -0.010 0.005 0.28
H 3.9454 0.7334 -0.6659 0.008 0.002 0.008 0.21
H 5.3794 -0.2996 -0.4463 -0.003 -0.003 -0.001 0.29
H 5.3604 1.3587 0.1876 0.014 -0.010 0.010 0.39
C -2.9343 0.2589 2.2077 0.009 -0.007 -0.031 -1.30
C -3.8718 -0.6422 1.4530 -0.001 0.029 0.031 1.07
C -4.9689 -1.1829 2.1157 0.010 -0.031 0.001 -0.69
C -5.8951 -1.9828 1.4654 0.003 0.003 -0.005 -0.82
C -5.7431 -2.2596 0.1171 0.003 -0.004 0.003 -0.77
C -4.6544 -1.7388 -0.5634 0.023 -0.059 0.010 -1.24
C -3.7168 -0.9404 0.0889 -0.001 0.033 -0.007 1.17
P -2.3250 -0.2475 -0.8442 -0.153 -0.082 -0.068 0.61
C -2.5027 -0.9188 -2.5414 0.093 0.054 -0.008 -0.02
C -1.7765 -2.0948 -2.7453 0.065 0.070 -0.040 -0.52
C -1.7601 -2.7321 -3.9734 -0.023 0.003 -0.028 -0.82
C -2.4603 -2.1780 -5.0334 0.020 -0.031 0.005 -0.84
C -3.1782 -1.0106 -4.8419 -0.030 0.020 0.024 -0.93
C -3.2278 -0.3652 -3.6060 -0.120 -0.051 0.000 1.20
C -4.0869 0.8648 -3.4880 0.022 0.010 -0.009 -1.08
C -2.5870 1.5448 -0.8124 0.085 0.018 0.014 0.93
C -3.7846 2.2068 -0.5833 0.006 0.025 0.003 -0.07
C -3.7872 3.5872 -0.4600 -0.010 -0.013 0.000 -0.85
C -2.5889 4.2858 -0.5622 0.016 -0.001 0.008 -0.62
C -1.3932 3.6161 -0.7792 -0.014 0.025 -0.030 -0.81
C -1.3744 2.2296 -0.9009 -0.011 -0.029 0.006 0.34
C -0.1265 1.4110 -1.0990 -0.018 -0.036 -0.112 -2.39
H -3.0309 0.0825 3.2783 0.012 -0.004 0.023 0.34
H -3.1741 1.3086 2.0185 0.011 0.005 -0.009 0.27
H -1.8885 0.1073 1.9355 -0.029 -0.015 0.034 -0.01
H -5.0907 -0.9729 3.1719 0.002 -0.001 -0.002 0.42
H -6.7324 -2.3932 2.0155 -0.002 0.000 -0.001 0.37
H -6.4559 -2.8869 -0.4017 0.001 -0.003 0.000 0.42
H -4.5249 -1.9732 -1.6122 0.003 0.004 -0.007 0.39
H -1.1919 -2.4971 -1.9292 0.012 -0.017 0.028 0.37
H -1.1912 -3.6438 -4.1028 0.001 -0.002 0.002 0.46
H -2.4488 -2.6512 -6.0071 -0.002 -0.001 -0.001 0.39
H -3.7318 -0.5833 -5.6696 0.001 0.002 -0.001 0.40
H -4.6619 1.0033 -4.4028 -0.001 0.004 0.001 0.49
H -3.4935 1.7635 -3.3182 -0.001 -0.012 -0.003 0.20
H -4.7897 0.7819 -2.6593 -0.012 -0.016 0.008 0.21
H -4.7055 1.6448 -0.4739 0.004 0.005 0.011 0.40
H -4.7116 4.1151 -0.2653 0.000 0.000 0.002 0.44
H -2.5861 5.3632 -0.4511 -0.002 0.003 -0.003 0.39
H -0.4632 4.1697 -0.8327 0.004 -0.002 -0.006 0.47
H 0.7493 1.9229 -0.6951 -0.006 0.004 0.045 0.48
H 0.0441 1.2718 -2.1743 0.027 0.032 0.006 0.59
C -1.3738 -5.3139 -1.1531 -0.028 0.008 -0.007 -1.03
O -0.7310 -4.2187 -0.5017 -0.038 0.066 -0.045 -0.09
C -1.3053 -3.7051 0.6049 0.257 -0.059 -0.001 -0.24
S -2.6693 -4.3266 1.2682 -0.058 0.005 0.049 -0.27
S -0.3730 -2.3986 1.2850 -0.097 0.121 0.125 -0.26
H -0.7434 -5.5467 -2.0086 -0.003 0.002 -0.004 0.23
H -2.3782 -5.0356 -1.4736 0.008 0.005 -0.011 0.38
H -1.4490 -6.1688 -0.4823 0.009 0.004 0.003 0.36
```
Forces are in eV/Å.

molecular weight	891.875	g/mol
largest force on an atom	0.264	eV/A
orbital gap	7.57	eV
relative energy (zero: lowest compared OMol25 entry of this formula, charge and spin)	0.000	eV
LUMO energy	0.52	eV

=====

(2)
The ion C4H7N4OS with charge +1, computed with ωB97M-V/def2-TZVPD.

XYZ file:
```
17
Properties=species:S:1:pos:R:3:forces:R:3:mulliken_charge:R:1
O -1.0424 0.8226 2.0824 0.171 0.106 -0.136 -0.41
C -0.5067 1.6477 1.3993 -0.056 -0.112 0.161 0.00
C -0.3274 1.4331 -0.1041 -0.074 0.115 -0.022 -0.55
N -0.3724 0.0156 -0.4317 0.036 0.101 -0.240 0.34
N -1.4272 -0.5128 -1.1256 -0.158 -0.178 -0.120 -0.31
C -1.2042 -1.8153 -1.2526 0.009 -0.057 0.018 0.03
N -0.0780 -2.1706 -0.6822 0.067 -0.026 0.046 -0.56
C 0.4296 -1.0342 -0.1689 -0.034 0.014 0.024 0.57
N 1.5782 -1.0376 0.5177 0.107 0.056 -0.044 -0.27
S 2.3477 0.2853 1.2616 0.082 -0.167 0.136 -0.12
H -0.1199 2.6014 1.7979 -0.105 -0.013 -0.053 0.40
H -1.1666 1.9131 -0.6166 0.035 -0.009 0.051 0.38
H 0.5786 1.8989 -0.4876 0.028 -0.114 0.080 0.37
H -2.2059 0.0366 -1.4555 0.077 0.144 0.097 0.21
H -1.8838 -2.4749 -1.7707 0.002 0.028 0.018 0.43
H 1.9999 -1.9524 0.6079 -0.131 -0.029 0.104 0.29
H 3.4005 0.3436 0.4288 -0.056 0.141 -0.119 0.20
```
Forces are in eV/Å.

molecular weight	159.194	g/mol
largest force on an atom	0.267	eV/A
SMILES	O=CCn1[nH]cn/c1=[NH+]/S
orbital gap	10.39	eV
relative energy (zero: lowest compared OMol25 entry of this formula, charge and spin)	1.096	eV
LUMO energy	-3.29	eV
total charge	+1